# C4H11NO

2 unconnected molecules or ions with the total composition C4H11NO in a non-equilibrium geometry (wB97M-V/def2-TZVPD, the OMol25 dataset).

As for the HOMO energy: -7.58 eV. The calculation puts the total energy at -7861.8972 eV. The relative energy (zero: lowest compared OMol25 entry of this formula, charge and spin) is 2.656 eV. As for the structure (SMILES): C/C=C(/C)N.O. As for the gap between HOMO and LUMO: 8.28 eV. Its LUMO energy is 0.706 eV. The charge is 0.

The geometry in XYZ format:
```
17
C4H11NO (wB97M-V/def2-TZVPD)
C 0.630 1.831 -1.044
N -0.119 -0.235 0.907
C 0.373 -0.586 -0.403
C 0.937 0.370 -1.223
C 0.239 -1.924 -0.994
H 0.911 2.366 -2.092
H 1.352 2.375 -0.414
H -0.297 2.087 -0.618
H 0.184 0.691 1.264
H -0.017 -0.975 1.563
H 1.851 0.131 -1.839
H -0.670 -2.055 -1.666
H 1.156 -2.316 -1.587
H -0.030 -2.834 -0.268
H -2.333 1.156 2.846
H -1.676 -0.282 2.756
O -2.492 0.200 2.815
```

# C4H11NO

A molecular structure, C4H11NO in a non-equilibrium geometry (wB97M-V/def2-TZVPD, the OMol25 dataset).

As for the HOMO energy: -9.69 eV. The calculation puts the total energy at -7858.9634 eV. The relative energy (zero: lowest compared OMol25 entry of this formula, charge and spin) is 5.590 eV. As for the gap between HOMO and LUMO: 9.70 eV. Its LUMO energy is 0.010 eV. The charge is 0.

The geometry in XYZ format:
```
17
C4H11NO (wB97M-V/def2-TZVPD)
C -1.759 0.406 1.148
C -0.337 0.474 0.473
C -0.053 -0.822 -0.233
C 1.313 -0.890 -0.873
O 2.553 -0.541 0.537
N -0.477 1.742 -0.453
H -1.659 -0.566 1.716
H -2.538 0.399 0.418
H -1.850 1.262 1.839
H 0.335 0.633 1.353
H 0.012 -1.636 0.417
H -0.803 -1.174 -0.982
H 1.648 -2.025 -0.977
H 1.443 -0.355 -1.888
H 2.407 -0.502 -0.561
H -0.682 1.392 -1.422
H 0.451 2.203 -0.512
```

# C4H11NO

2 unconnected molecules or ions with the total composition C4H11NO in a non-equilibrium geometry (wB97M-V/def2-TZVPD, the OMol25 dataset).

As for the HOMO energy: -8.81 eV. The calculation puts the total energy at -7856.1532 eV. The relative energy (zero: lowest compared OMol25 entry of this formula, charge and spin) is 8.400 eV. As for the gap between HOMO and LUMO: 5.28 eV. Its LUMO energy is -3.535 eV. The charge is 0.

The geometry in XYZ format:
```
17
C4H11NO (wB97M-V/def2-TZVPD)
C 1.137 0.982 -1.171
C 0.151 -0.228 -1.394
N 0.037 -1.249 -0.311
C -0.768 -1.044 0.834
C -0.186 0.021 1.807
O -1.910 1.512 -0.083
H 1.250 1.581 -2.072
H 0.771 1.633 -0.354
H 2.144 0.641 -0.884
H -0.826 0.243 -1.520
H 0.417 -0.868 -2.234
H 0.854 -1.806 -0.182
H -1.569 -0.381 0.322
H -1.148 -1.977 1.219
H -0.726 0.917 1.351
H 0.899 0.223 1.832
H -0.527 -0.200 2.842
```

# C4H11NO

A single C4H11NO molecule in a non-equilibrium geometry (wB97M-V/def2-TZVPD, the OMol25 dataset).

As for the HOMO energy: -9.01 eV. The calculation puts the total energy at -7863.1840 eV. The relative energy (zero: lowest compared OMol25 entry of this formula, charge and spin) is 1.370 eV. As for the structure (SMILES): CNC[C@@H](C)O. As for the gap between HOMO and LUMO: 10.09 eV. Its LUMO energy is 1.076 eV. The charge is 0.

The geometry in XYZ format:
```
17
C4H11NO (wB97M-V/def2-TZVPD)
C 2.311 1.125 0.438
N 0.833 1.191 0.561
C 0.259 0.344 -0.484
C -1.010 -0.380 -0.010
C -1.921 -0.694 -1.164
O -0.518 -1.632 0.572
H 2.776 1.848 1.115
H 2.602 0.143 0.795
H 2.625 1.456 -0.551
H 0.608 2.169 0.413
H 0.972 -0.457 -0.680
H 0.052 0.846 -1.409
H -1.406 0.168 0.848
H -2.712 -1.419 -0.971
H -1.299 -1.189 -1.917
H -2.340 0.212 -1.600
H -1.208 -1.897 1.195
```

# C4H11NO

2 unconnected molecules or ions with the total composition C4H11NO in a non-equilibrium geometry (wB97M-V/def2-TZVPD, the OMol25 dataset).

As for the HOMO energy: -8.82 eV. The calculation puts the total energy at -7862.6207 eV. The relative energy (zero: lowest compared OMol25 entry of this formula, charge and spin) is 1.933 eV. As for the structure (SMILES): C=CO.CCN. As for the gap between HOMO and LUMO: 9.69 eV. Its LUMO energy is 0.863 eV. The charge is 0.

The geometry in XYZ format:
```
17
C4H11NO (wB97M-V/def2-TZVPD)
C 1.854 -1.709 -0.804
C 1.787 -0.204 -0.931
N 1.100 0.475 0.183
H 2.337 -1.964 0.134
H 2.343 -2.112 -1.684
H 0.866 -2.165 -0.894
H 1.368 0.106 -1.877
H 2.829 0.139 -0.960
H 1.523 1.375 0.317
H 1.044 -0.121 0.994
C -2.042 1.453 1.558
C -2.306 0.666 0.528
O -3.568 0.595 0.009
H -2.828 2.092 1.935
H -1.000 1.627 1.736
H -1.548 0.028 0.093
H -3.758 -0.281 -0.339
```

# C4H11NO

2 unconnected molecules or ions with the total composition C4H11NO in a non-equilibrium geometry (wB97M-V/def2-TZVPD, the OMol25 dataset).

As for the HOMO energy: -7.59 eV. The calculation puts the total energy at -7861.3173 eV. The relative energy (zero: lowest compared OMol25 entry of this formula, charge and spin) is 3.236 eV. As for the structure (SMILES): CC/C=C/N.O. As for the gap between HOMO and LUMO: 8.51 eV. Its LUMO energy is 0.918 eV. The charge is 0.

The geometry in XYZ format:
```
17
C4H11NO (wB97M-V/def2-TZVPD)
C -2.406 0.510 -1.086
C -1.654 -0.296 -0.134
C -0.341 0.289 0.158
C 0.487 -0.434 0.990
N 1.407 0.242 1.799
H -2.738 -0.140 -1.879
H -2.939 1.287 -0.565
H -1.728 1.191 -1.651
H -1.578 -1.401 -0.368
H -2.565 -0.216 0.620
H -0.160 1.354 0.027
H 0.163 -1.453 1.413
H 1.756 -0.047 2.736
H 1.847 1.105 1.483
H 3.202 -1.459 -1.165
H 3.428 0.162 -1.148
O 3.819 -0.694 -1.230
```

# C4H11NO

A single C4H11NO molecule in a non-equilibrium geometry (wB97M-V/def2-TZVPD, the OMol25 dataset).

As for the HOMO energy: -9.17 eV. The calculation puts the total energy at -7861.6434 eV. The relative energy (zero: lowest compared OMol25 entry of this formula, charge and spin) is 2.910 eV. As for the structure (SMILES): COCCCN. As for the gap between HOMO and LUMO: 10.28 eV. Its LUMO energy is 1.108 eV. The charge is 0.

The geometry in XYZ format:
```
17
C4H11NO (wB97M-V/def2-TZVPD)
C 3.000 -0.289 -0.207
C 0.695 0.536 0.477
C -0.687 0.443 -0.304
C -1.844 -0.512 0.245
H 3.630 -0.395 0.706
H 3.174 -1.170 -0.710
H 3.331 0.487 -0.919
H 1.174 1.386 0.012
H 0.695 0.421 1.542
H -0.476 0.108 -1.356
H -1.085 1.452 -0.137
H -1.636 -1.518 -0.080
H -1.688 -0.689 1.357
H -3.350 -0.307 -1.035
H -3.426 0.734 0.247
N -3.187 -0.267 -0.038
O 1.678 -0.421 0.199
```

# C4H11NO

2 unconnected molecules or ions with the total composition C4H11NO (wB97M-V/def2-TZVPD, the OMol25 dataset).

As for the HOMO energy: -9.31 eV. The calculation puts the total energy at -7862.7554 eV. The relative energy (zero: lowest compared OMol25 entry of this formula, charge and spin) is 1.798 eV. As for the structure (SMILES): C=NC.CCO. As for the gap between HOMO and LUMO: 10.28 eV. Its LUMO energy is 0.975 eV. The charge is 0.

The geometry in XYZ format:
```
17
C4H11NO (wB97M-V/def2-TZVPD)
C 1.361 -1.273 1.528
C -0.057 -2.426 0.037
N 0.302 -1.322 0.523
H 0.913 -0.902 2.449
H 2.043 -0.500 1.170
H 1.905 -2.204 1.712
H 0.558 -3.308 0.258
H -0.959 -2.523 -0.561
H -0.310 0.257 0.553
C -0.329 2.060 -0.405
O -0.435 1.216 0.723
C -1.109 1.533 -1.595
H 0.733 2.164 -0.681
H -0.683 3.032 -0.060
H -1.139 2.268 -2.402
H -2.135 1.320 -1.287
H -0.661 0.610 -1.965
```

# C4H11NO

2 unconnected molecules or ions with the total composition C4H11NO (wB97M-V/def2-TZVPD, the OMol25 dataset).

As for the HOMO energy: -9.80 eV. The calculation puts the total energy at -7864.4713 eV. The relative energy (zero: lowest compared OMol25 entry of this formula, charge and spin) is 0.082 eV. As for the structure (SMILES): CC(N)=O.CC. As for the gap between HOMO and LUMO: 10.63 eV. Its LUMO energy is 0.835 eV. The charge is 0.

The geometry in XYZ format:
```
17
C4H11NO (wB97M-V/def2-TZVPD)
C -0.700 -1.985 0.799
C -1.953 -2.380 0.064
H -0.731 -0.968 1.180
H -0.528 -2.642 1.655
H 0.208 -2.100 0.198
H -1.962 -3.442 -0.187
H -2.034 -1.865 -0.899
H -2.844 -2.105 0.627
C 0.733 0.798 -1.578
C 0.614 1.321 -0.180
O -0.291 2.067 0.149
N 1.557 0.902 0.709
H 0.025 -0.011 -1.728
H 1.744 0.450 -1.821
H 1.412 0.990 1.698
H 2.278 0.292 0.368
H 0.470 1.588 -2.280
```

# C4H11NO

A single C4H11NO molecule in a non-equilibrium geometry (wB97M-V/def2-TZVPD, the OMol25 dataset).

As for the HOMO energy: -9.00 eV. The calculation puts the total energy at -7862.3230 eV. The relative energy (zero: lowest compared OMol25 entry of this formula, charge and spin) is 2.231 eV. As for the structure (SMILES): CCCNCO. As for the gap between HOMO and LUMO: 10.07 eV. Its LUMO energy is 1.063 eV. The charge is 0.

The geometry in XYZ format:
```
17
C4H11NO (wB97M-V/def2-TZVPD)
C 0.558 -0.768 0.073
N 0.206 0.689 0.441
C 1.089 1.397 1.332
O 1.210 2.856 1.306
C -0.317 -1.184 -1.253
C -1.808 -1.161 -1.016
H 1.645 -0.666 -0.127
H 0.301 -1.467 0.827
H 0.275 1.092 -0.418
H 2.178 1.036 1.274
H 0.837 1.154 2.364
H 0.458 3.216 1.708
H -0.049 -2.233 -1.388
H 0.149 -0.697 -2.134
H -2.408 -2.038 -0.775
H -2.053 -0.430 -0.245
H -2.272 -0.796 -1.968
```

# C4H11NO

2 unconnected molecules or ions with the total composition C4H11NO (wB97M-V/def2-TZVPD, the OMol25 dataset).

As for the HOMO energy: -8.38 eV. The calculation puts the total energy at -7862.4760 eV. The relative energy (zero: lowest compared OMol25 entry of this formula, charge and spin) is 2.078 eV. As for the structure (SMILES): C=CNC.CO. As for the gap between HOMO and LUMO: 9.32 eV. Its LUMO energy is 0.941 eV. The charge is 0.

The geometry in XYZ format:
```
17
C4H11NO (wB97M-V/def2-TZVPD)
C 1.714 -0.267 0.239
C 0.578 -0.857 -0.147
N 0.451 -2.023 -0.898
C -0.699 -2.081 -1.798
H 2.645 -0.779 0.018
H 1.747 0.571 0.915
H -0.388 -0.387 0.008
H 1.320 -2.267 -1.359
H -0.736 -3.087 -2.208
H -1.600 -1.942 -1.208
H -0.658 -1.326 -2.585
C -1.040 2.369 1.328
O -0.062 3.087 2.059
H -1.771 1.903 2.001
H -1.564 3.039 0.651
H -0.610 1.547 0.756
H 0.674 2.502 2.230
```

# C4H11NO

A single C4H11NO molecule in a non-equilibrium geometry (wB97M-V/def2-TZVPD, the OMol25 dataset).

As for the HOMO energy: -8.73 eV. The calculation puts the total energy at -7862.6313 eV. The relative energy (zero: lowest compared OMol25 entry of this formula, charge and spin) is 1.922 eV. As for the structure (SMILES): CCOCNC. As for the gap between HOMO and LUMO: 9.82 eV. Its LUMO energy is 1.095 eV. The charge is 0.

The geometry in XYZ format:
```
17
C4H11NO (wB97M-V/def2-TZVPD)
C 0.854 -2.062 1.551
C -0.110 0.005 0.658
N -0.296 -1.164 1.455
H 1.787 -1.551 1.846
H 0.553 -2.895 2.175
H 1.103 -2.292 0.514
H 0.831 0.523 1.033
H -0.848 0.773 0.927
H -0.648 -0.890 2.360
C 0.226 0.815 -1.561
O 0.064 -0.288 -0.682
C -1.013 1.656 -1.706
H 1.000 1.476 -1.155
H 0.633 0.335 -2.444
H -1.304 1.918 -0.683
H -0.861 2.488 -2.385
H -1.970 1.154 -1.904
```